Density functional theory data (the ωB97M-V functional and the def2-TZVPD basis) for a cluster of 10 separate species, C43H90F10N3O17S10 in total.

Computed properties:
HOMO ... -9.83 eV
Multiplicity ... 1
Total charge ... +1
Lowest unoccupied orbital energy ... -0.0556 Eh
Relative energy (zero: lowest compared OMol25 entry of this formula, charge and spin) ... 0.0 kJ/mol

```
173
Properties=species:S:1:pos:R:3:forces:R:3:lowdin_charge:R:1
C 4.238 -3.111 -0.820 -0.2 0.3 -0.2 -0.057
C 3.217 -2.580 -1.830 0.3 -0.1 0.4 -0.142
C 3.342 -1.076 -2.064 0.6 -0.6 -0.7 -0.217
F 4.252 -0.480 -1.238 -0.2 0.2 0.4 0.061
N 2.066 -0.266 -2.024 0.1 -0.5 0.1 0.128
C 1.120 -0.744 -3.117 0.0 0.3 -0.3 -0.102
C 0.763 0.468 -3.969 0.9 0.3 -0.6 -0.208
N 1.977 0.771 -4.765 -0.4 0.4 0.3 0.055
C -0.027 -1.651 -2.652 -0.7 -0.5 -0.2 -0.364
C -1.441 -1.190 -3.057 -0.2 -0.3 0.4 -0.067
C -2.088 -1.869 -4.260 -0.4 0.9 -0.1 -0.146
C -1.443 -1.652 -5.620 0.1 -0.9 -0.1 -0.248
O -1.681 -2.800 -6.438 -0.1 0.0 0.1 -0.054
O 0.263 -2.882 -3.353 0.5 0.3 0.1 -0.062
N -0.099 -4.097 -2.663 -0.2 -0.1 0.2 0.041
O 0.397 -4.994 -3.194 -0.1 0.0 -0.1 0.124
O -0.028 -1.984 -1.279 0.4 0.3 -0.2 0.032
C 0.471 -1.206 -0.245 0.7 -0.5 1.0 -0.334
C 1.201 -2.162 0.723 -0.5 0.4 0.1 -0.053
C 0.996 -1.904 2.216 0.6 -0.5 0.0 -0.138
C -0.202 -2.576 2.861 -0.3 0.3 0.3 -0.236
O -1.114 -1.583 3.310 0.0 0.0 -0.3 -0.070
O -0.552 -0.554 0.523 0.2 0.2 -0.8 0.047
C -1.861 -0.901 0.328 0.1 0.7 0.3 -0.432
O -2.237 -2.022 0.314 -0.3 -1.3 -0.2 0.176
C -2.742 0.270 0.163 -0.5 0.6 0.0 -0.121
C -2.357 1.544 0.586 -0.5 0.2 -0.3 -0.010
C -3.239 2.615 0.459 -0.3 -0.2 0.0 -0.070
C -4.510 2.420 -0.101 0.4 -0.6 0.0 -0.066
C -4.902 1.153 -0.541 0.9 -0.3 0.4 -0.048
C -4.013 0.081 -0.397 0.2 0.5 0.2 -0.002
C 1.359 -0.006 -0.729 -1.5 0.9 0.6 -0.283
O 0.456 1.015 -1.137 0.4 -0.1 -0.6 0.049
C 2.222 0.554 0.390 1.1 0.1 -0.2 -0.050
C 3.019 1.804 -0.029 -0.7 0.1 0.4 -0.039
C 4.041 2.145 1.044 -0.1 0.0 -0.9 -0.488
F 4.927 1.153 1.171 0.2 -0.4 0.1 0.131
F 3.402 2.322 2.218 -0.1 -0.1 0.4 0.133
C 4.764 3.468 0.679 0.1 0.3 0.6 -0.444
F 5.064 3.476 -0.617 0.2 -0.2 -0.4 0.135
F 3.895 4.458 0.897 -0.2 0.3 0.0 0.137
S 6.366 3.838 1.647 -0.2 0.1 -0.4 0.757
F 5.737 5.094 2.358 -0.1 0.1 0.2 -0.118
F 6.869 4.781 0.477 0.1 0.1 0.0 -0.124
F 7.028 2.598 0.929 0.2 -0.2 -0.1 -0.118
F 5.869 2.924 2.832 0.0 -0.2 0.3 -0.124
F 7.706 4.080 2.420 0.1 0.1 0.0 -0.097
H 4.200 -2.618 0.144 0.0 0.0 0.2 0.035
H 5.236 -2.963 -1.219 0.2 -0.1 0.0 0.085
H 4.056 -4.171 -0.703 0.1 -0.2 0.1 0.092
H 2.218 -2.908 -1.576 -0.2 0.2 0.1 0.094
H 3.465 -3.085 -2.751 -0.2 0.0 -0.5 0.077
H 3.736 -0.906 -3.065 -0.2 0.2 -0.3 0.143
H 2.323 0.664 -2.368 0.2 0.0 0.1 0.165
H 1.753 -1.341 -3.762 0.0 -0.3 0.0 0.153
H 0.553 1.355 -3.395 -0.4 -0.1 0.3 0.073
H -0.086 0.293 -4.611 -0.2 -0.2 0.1 0.100
H 1.854 0.430 -5.711 0.3 -0.3 0.0 0.083
H 2.030 1.777 -4.865 0.0 0.1 -0.1 0.074
H -2.071 -1.473 -2.218 0.0 0.0 0.2 0.113
H -1.509 -0.107 -3.114 0.1 0.1 0.0 0.125
H -2.260 -2.923 -4.088 0.3 -0.3 0.0 0.116
H -3.086 -1.430 -4.302 -0.2 -0.1 0.0 0.117
H -0.363 -1.572 -5.515 0.2 0.2 -0.1 0.099
H -1.847 -0.772 -6.112 0.1 0.3 0.1 0.124
H -2.098 -2.528 -7.256 0.0 0.0 -0.1 0.080
H 2.264 -2.146 0.543 0.2 -0.1 -0.3 0.084
H 0.814 -3.150 0.491 0.1 -0.2 -0.1 0.142
H 1.871 -2.342 2.682 0.3 0.0 0.2 0.105
H 1.031 -0.856 2.488 -0.2 0.2 0.0 0.112
H 0.131 -3.155 3.722 0.1 -0.1 0.1 0.118
H -0.683 -3.269 2.170 -0.1 0.0 -0.2 0.115
H -1.762 -2.017 3.875 -0.2 0.2 0.3 0.046
H -1.392 1.697 1.044 0.1 0.0 0.1 0.111
H -2.981 3.606 0.818 0.1 -0.2 -0.1 0.070
H -5.201 3.243 -0.187 0.0 0.2 0.0 0.105
H -5.873 0.962 -0.959 -0.3 0.2 -0.2 0.068
H -4.295 -0.915 -0.702 -0.1 -0.1 0.0 0.114
H 0.370 1.666 -0.438 -0.3 0.0 0.2 0.103
H 1.577 0.842 1.211 -0.4 -0.2 0.1 0.140
H 2.932 -0.166 0.785 0.0 -0.3 0.0 0.123
H 2.344 2.656 -0.085 0.0 0.2 -0.2 0.138
H 3.508 1.692 -0.985 0.3 0.0 -0.1 0.120
C 6.216 -3.113 4.218 0.1 0.0 0.0 -0.260
S 4.994 -1.888 3.750 -0.2 0.0 0.1 0.812
O 5.014 -1.786 2.261 0.0 0.0 0.0 -0.562
C 5.886 -0.468 4.390 0.1 0.1 0.0 -0.259
H 5.866 -4.082 3.867 0.0 0.0 0.0 0.054
H 7.171 -2.871 3.753 0.0 0.0 0.0 0.060
H 6.308 -3.130 5.304 0.0 0.0 0.0 0.058
H 6.864 -0.405 3.912 0.0 0.0 0.0 0.064
H 5.991 -0.568 5.470 0.0 0.0 0.0 0.058
H 5.304 0.422 4.159 0.0 0.0 0.0 0.036
C -0.638 5.666 -3.669 0.0 0.1 -0.1 -0.259
S -0.874 4.016 -3.007 0.0 0.1 0.2 0.814
O -0.602 3.056 -4.116 0.2 0.0 -0.2 -0.554
C -2.645 4.090 -2.851 -0.2 0.1 -0.1 -0.251
H 0.421 5.797 -3.883 0.0 0.0 0.0 0.050
H -1.217 5.774 -4.586 0.0 0.0 0.0 0.061
H -0.954 6.398 -2.926 0.0 0.0 0.0 0.057
H -3.082 4.298 -3.829 0.1 0.0 0.0 0.067
H -2.919 4.859 -2.135 0.0 0.1 0.2 0.048
H -2.989 3.125 -2.488 0.0 -0.1 0.0 0.041
C -4.942 -3.656 5.216 0.0 -0.1 0.0 -0.258
S -4.438 -2.073 5.897 -0.1 0.1 0.0 0.821
O -2.942 -2.036 5.828 0.2 -0.1 -0.1 -0.571
C -4.849 -2.461 7.595 0.1 -0.1 0.1 -0.277
H -4.714 -3.650 4.152 0.0 0.0 0.0 0.048
H -4.391 -4.459 5.707 0.0 0.0 0.0 0.059
H -6.015 -3.781 5.362 0.0 0.0 0.0 0.058
H -4.287 -3.344 7.902 0.0 0.0 -0.1 0.059
H -5.920 -2.628 7.674 0.0 0.1 0.0 0.041
H -4.571 -1.607 8.206 0.0 0.0 0.0 0.052
C -7.725 -0.270 -4.523 0.1 0.0 -0.1 -0.270
S -8.652 0.218 -3.064 -0.1 0.0 0.0 0.816
O -7.784 1.151 -2.296 0.1 0.0 0.1 -0.563
C -8.562 -1.374 -2.241 0.0 -0.1 0.0 -0.268
H -7.626 0.606 -5.160 0.0 0.0 0.0 0.050
H -6.739 -0.626 -4.225 0.0 0.0 0.0 0.052
H -8.271 -1.049 -5.054 0.0 0.0 0.0 0.056
H -7.518 -1.655 -2.102 0.0 0.0 0.0 0.054
H -9.084 -2.121 -2.839 0.0 0.0 0.0 0.056
H -9.050 -1.275 -1.274 0.0 0.0 0.0 0.051
C 6.955 -0.563 -7.173 0.0 0.0 -0.1 -0.263
S 6.450 0.088 -5.578 0.1 0.0 0.1 0.814
O 5.149 -0.551 -5.233 -0.1 -0.1 0.0 -0.580
C 6.078 1.744 -6.162 0.0 0.1 -0.1 -0.266
H 7.195 -1.615 -7.041 0.0 0.0 0.0 0.034
H 6.139 -0.454 -7.888 0.0 0.0 0.0 0.064
H 7.840 -0.029 -7.517 0.0 0.0 0.0 0.058
H 5.321 1.694 -6.944 0.0 0.0 0.0 0.059
H 6.990 2.207 -6.540 0.0 0.0 0.0 0.056
H 5.702 2.316 -5.317 0.0 0.0 0.0 0.048
C -7.437 1.840 8.054 0.0 0.1 0.0 -0.267
S -7.832 0.667 6.755 -0.1 0.0 0.0 0.827
O -6.995 -0.539 6.999 0.0 0.0 0.1 -0.579
C -7.040 1.575 5.424 0.1 0.1 0.0 -0.268
H -7.808 1.434 8.992 0.0 0.0 0.0 0.052
H -6.357 1.973 8.109 0.0 0.0 0.0 0.059
H -7.932 2.789 7.845 0.0 0.0 0.0 0.054
H -5.986 1.724 5.661 0.0 0.0 0.0 0.059
H -7.545 2.532 5.291 0.0 0.0 0.0 0.053
H -7.132 0.982 4.516 0.0 0.0 0.0 0.051
C 0.570 -1.247 6.696 -0.1 0.0 -0.1 -0.266
S 1.537 -2.306 7.771 0.0 0.1 0.0 0.788
O 1.823 -3.551 7.009 0.0 0.0 -0.1 -0.561
C 0.197 -2.678 8.907 -0.1 -0.1 0.1 -0.269
H 1.210 -0.937 5.871 0.0 0.0 0.0 0.044
H -0.289 -1.796 6.310 0.0 0.0 0.0 0.039
H 0.238 -0.368 7.249 0.0 0.0 0.0 0.056
H -0.628 -3.129 8.355 0.0 0.0 0.0 0.055
H -0.126 -1.760 9.397 0.0 0.0 0.0 0.052
H 0.576 -3.377 9.650 0.0 0.0 0.0 0.049
C -4.193 8.237 0.819 -0.1 0.1 0.0 -0.267
S -3.499 6.794 1.626 0.1 0.0 0.0 0.827
O -3.297 5.762 0.564 0.0 0.1 0.0 -0.576
C -4.986 6.326 2.513 -0.1 0.0 0.0 -0.265
H -3.427 8.657 0.171 0.0 0.0 0.0 0.050
H -5.059 7.941 0.227 0.0 0.0 0.0 0.061
H -4.476 8.970 1.574 0.0 0.0 0.0 0.057
H -5.796 6.162 1.803 0.0 0.0 0.0 0.061
H -5.246 7.115 3.218 0.0 0.0 0.0 0.056
H -4.774 5.406 3.053 0.0 0.0 0.0 0.050
C 6.726 -5.256 -5.069 0.0 -0.1 0.0 -0.260
S 5.433 -4.060 -4.717 0.2 0.2 0.0 0.793
O 4.358 -4.778 -3.978 -0.1 0.0 0.0 -0.542
C 4.872 -3.878 -6.411 -0.1 -0.1 -0.1 -0.259
H 7.182 -5.542 -4.124 0.0 0.0 0.0 0.053
H 6.293 -6.132 -5.551 0.0 0.0 0.0 0.061
H 7.476 -4.796 -5.713 0.0 0.0 0.0 0.053
H 4.563 -4.850 -6.796 0.0 0.0 0.0 0.063
H 5.677 -3.465 -7.017 0.0 0.0 0.0 0.038
H 4.028 -3.192 -6.406 0.0 0.0 0.0 0.050
```
Forces are in eV/Å.